No. 1
The following is a quantum chemistry calculation of 2 unconnected molecules or ions with the total composition C3H6O2, from the Open Molecules 2025 dataset.

Cartesian coordinates (Å):
O 1.88983 -0.18807 0.78848
C 0.72721 -0.12599 1.14205
C -0.24963 0.33739 0.16910
C -1.30272 0.49701 -0.85404
O 0.09350 0.55825 -1.13761
H 0.38090 -0.27255 2.17563
H 0.07784 1.23527 0.98479
H -1.77831 1.47427 -0.96388
H -1.84118 -0.35175 -1.28210
H 1.27372 -1.35907 -0.37803
H 0.72884 -1.80475 -0.64438

Summary:
Frontier orbital gap (eV): 10.405
ΔE to the lowest compared entry with this formula, charge and spin (kcal per mole): 132.2
Structure (SMILES): O=C[C@@H]1CO1.[H][H]
Multiplicity: 1
Net charge: 0

Table of Löwdin atomic charges, one value per atom, all in e:
1. O -0.026
2. C -0.367
3. C -0.288
4. C -0.034
5. O -0.020
6. H 0.141
7. H 0.202
8. H 0.116
9. H 0.117
10. H 0.068
11. H 0.089

No. 2
The following is a quantum chemistry calculation of C19H17N3O2S in the gas phase, from the Open Molecules 2025 dataset.

Cartesian coordinates (Å):
O -0.59563 -1.91595 -2.42466
C -0.97826 -1.82985 -1.27325
C -0.69696 -2.99414 -0.32766
S 0.42648 -2.64551 1.07827
C 1.37572 -1.33419 0.46601
N 0.97776 -0.27401 -0.16681
N 2.06533 0.47962 -0.37755
C 3.08154 -0.13933 0.14784
C 4.45371 0.30643 0.17348
C 5.43674 -0.45880 0.79874
C 6.74512 -0.01459 0.81046
C 7.07855 1.18559 0.20299
C 6.10071 1.94728 -0.41973
C 4.78980 1.51446 -0.43798
O 2.70169 -1.31645 0.70877
N -1.70866 -0.80439 -0.81087
C -1.91009 0.35197 -1.65918
C -3.40467 0.62079 -1.78188
C -4.03159 0.72056 -0.42038
C -5.24181 1.38140 -0.24497
C -5.82966 1.46969 1.00215
C -5.20612 0.89499 2.09767
C -4.00407 0.23442 1.93276
C -3.40991 0.13869 0.67959
C -2.09075 -0.58497 0.56097
H -0.21971 -3.77776 -0.91803
H -1.61100 -3.38647 0.11793
H 5.16818 -1.39276 1.26917
H 7.50794 -0.60621 1.29415
H 8.10266 1.52781 0.21424
H 6.36463 2.88126 -0.89251
H 4.01170 2.08710 -0.91662
H -1.39834 1.20893 -1.20918
H -1.46072 0.13750 -2.62889
H -3.87435 -0.19947 -2.33377
H -3.57591 1.53977 -2.34461
H -5.72258 1.83115 -1.10194
H -6.76982 1.98697 1.12192
H -5.65661 0.96074 3.07665
H -3.51381 -0.21575 2.78449
H -1.31284 0.01688 1.05677
H -2.16442 -1.53340 1.09542

Summary:
Frontier orbital gap (eV): 8.938
ΔE to the lowest compared entry with this formula, charge and spin (kcal per mole): 3.6
Structure (SMILES): O=C(CSc1nnc(-c2ccccc2)o1)N1CCc2ccccc2C1
Multiplicity: 1
Net charge: 0

Table of Löwdin atomic charges, one value per atom, all in e:
1. O 0.058
2. C -0.544
3. C -0.333
4. S 1.006
5. C -0.651
6. N 0.072
7. N 0.122
8. C -0.281
9. C -0.152
10. C -0.019
11. C -0.076
12. C -0.082
13. C -0.074
14. C -0.018
15. O 0.090
16. N -0.066
17. C -0.129
18. C -0.108
19. C -0.174
20. C -0.040
21. C -0.088
22. C -0.089
23. C -0.041
24. C -0.144
25. C -0.120
26. H 0.084
27. H 0.083
28. H 0.116
29. H 0.105
30. H 0.103
31. H 0.105
32. H 0.113
33. H 0.137
34. H 0.124
35. H 0.130
36. H 0.120
37. H 0.112
38. H 0.100
39. H 0.100
40. H 0.114
41. H 0.130
42. H 0.106

No. 3
The following is a quantum chemistry calculation of a molecular structure, C30H37Br4N5O9Sr2, from the Open Molecules 2025 dataset.

Cartesian coordinates (Å):
N -0.59408 2.80823 3.81221
H -1.16759 2.20275 4.38193
H 0.36557 2.72863 4.11689
H -0.90411 3.76815 3.86258
H -0.66514 2.49742 2.85386
Sr -3.91413 0.80735 2.85203
Sr -3.61658 4.58009 1.49510
C -1.53298 0.58583 -0.30978
C -1.49065 2.00963 0.25891
O -2.48825 2.31285 1.23625
H -0.72718 0.15566 -0.90454
H -2.49539 0.53089 -0.81854
H -1.59019 -0.12275 0.51650
H -1.34303 2.76321 -0.51468
H -0.56519 2.09660 0.82819
Br -3.21342 0.08719 -3.57866
C -3.32993 2.09444 -3.22213
C -2.11612 2.83585 -3.71613
Br -0.38155 2.02347 -3.32223
H -3.54205 2.19726 -2.15793
H -4.23622 2.33677 -3.77712
H -2.14478 3.89689 -3.46817
H -2.28911 2.85742 -4.79210
Br 3.91875 1.67765 -1.29646
C 2.69298 1.34547 0.25690
C 3.42134 2.02584 1.48560
Br 2.28538 1.80280 3.13699
H 2.61995 0.26075 0.33525
H 1.67490 1.71188 0.12515
H 3.65871 3.08609 1.39825
H 4.35422 1.49068 1.66291
C -1.54462 -5.81112 4.75759
C -2.58123 -5.28373 3.97886
C -2.54047 -4.05065 3.32629
C -1.40723 -3.25384 3.58877
C -0.46550 -3.67170 4.49634
C -0.47970 -4.93988 5.03099
N -1.28184 -1.86065 2.96179
O -0.20944 -1.32711 2.84903
O -2.32506 -1.31723 2.55855
H -1.54610 -6.82779 5.12198
H -3.51214 -5.80022 3.79706
H -3.31020 -3.74822 2.63170
H 0.45205 -3.11864 4.63285
H 0.31222 -5.22723 5.70678
C 2.00013 -1.07128 -1.81671
C 3.23450 -1.67717 -1.48446
C 4.00259 -2.07471 -2.55368
C 3.56505 -1.88010 -3.92775
C 2.26634 -1.43480 -4.15402
C 1.50124 -0.97707 -3.11308
N 4.49900 -2.16603 -5.04367
O 5.66621 -2.34731 -4.74136
O 4.16979 -1.93528 -6.20641
H 1.35334 -0.85781 -0.97856
H 3.63880 -1.82216 -0.49353
H 4.93844 -2.59950 -2.43053
H 2.00637 -1.27090 -5.18937
H 0.50308 -0.60551 -3.29202
C -3.25679 -4.48093 -1.53160
C -2.71060 -5.58308 -0.84698
C -1.54195 -5.42153 -0.09576
C -0.86956 -4.17553 0.03844
C -1.51503 -3.11103 -0.65850
C -2.68442 -3.19638 -1.40755
N 0.40095 -3.98890 0.78670
O 1.10635 -2.96378 0.67888
O 0.79138 -4.92702 1.44602
H -4.18732 -4.72124 -2.02431
H -3.23018 -6.52770 -0.91123
H -1.11805 -6.28282 0.39910
H -1.05523 -2.13439 -0.69242
H -3.16964 -2.30455 -1.77578
C 3.31870 5.44869 -0.15882
C 2.44867 5.78547 0.87549
C 1.06280 5.79274 0.70530
C 0.52572 5.52192 -0.53344
C 1.37013 5.28426 -1.61064
C 2.76181 5.16985 -1.37325
N -0.95768 5.62216 -0.76276
O -1.32693 5.59917 -1.94385
O -1.69116 5.64721 0.23434
H 4.39339 5.36306 -0.09476
H 2.86784 6.00190 1.84701
H 0.43168 6.13123 1.51370
H 0.97808 5.07625 -2.59523
H 3.30710 4.87804 -2.25863

Summary:
Frontier orbital gap (eV): 1.591
Multiplicity: 1
Net charge: +4

Table of Löwdin atomic charges, one value per atom, all in e:
1. N 0.294
2. H 0.138
3. H 0.001
4. H 0.145
5. H 0.065
6. Sr 1.721
7. Sr 1.733
8. C -0.092
9. C -0.393
10. O -0.653
11. H 0.059
12. H 0.035
13. H 0.040
14. H 0.075
15. H 0.075
16. Br 0.625
17. C -0.582
18. C -0.648
19. Br 0.719
20. H 0.021
21. H 0.063
22. H 0.045
23. H 0.077
24. Br 0.737
25. C -0.596
26. C -0.551
27. Br 0.682
28. H 0.029
29. H 0.031
30. H 0.031
31. H 0.069
32. C 0.020
33. C -0.034
34. C -0.007
35. C -0.139
36. C -0.020
37. C -0.018
38. N -0.301
39. O 0.119
40. O -0.170
41. H 0.132
42. H 0.121
43. H 0.114
44. H 0.131
45. H 0.131
46. C -0.157
47. C -0.108
48. C 0.019
49. C -0.085
50. C -0.002
51. C -0.109
52. N -0.331
53. O 0.094
54. O 0.090
55. H 0.059
56. H 0.112
57. H 0.121
58. H 0.126
59. H 0.042
60. C -0.036
61. C -0.037
62. C 0.009
63. C -0.111
64. C -0.033
65. C -0.064
66. N -0.321
67. O 0.033
68. O 0.105
69. H 0.114
70. H 0.120
71. H 0.121
72. H 0.076
73. H 0.050
74. C -0.037
75. C -0.039
76. C -0.028
77. C -0.148
78. C 0.037
79. C -0.044
80. N -0.275
81. O 0.138
82. O -0.176
83. H 0.137
84. H 0.122
85. H 0.106
86. H 0.117
87. H 0.121

| no. | HOMO (eV) | calculated total energy (a.u.) |
| --- | --- | --- |
| 1 | -9.75 | -268.19459 |
| 2 | -8.67 | -1447.16792 |
| 3 | -16.24 | -12471.91453 |